[1]
35
Properties=species:S:1:pos:R:3:forces:R:3 method="wB97M-V/def2-TZVPD" e_lumo_ev="-6.1 / -6.1" orbital_gap_ev="6.04 / 6.06" de_lowest_kj_mol=680.77 total_energy_ev=-17772.0433 spin_multiplicity=1 total_charge=+1 e_homo_ev="-12.14 / -12.15"
O -0.05744 2.54287 -0.22608 0.523 0.197 0.421
O 1.69378 -1.58514 0.22325 -2.114 -0.610 -0.944
N 1.12814 -0.68686 -0.45557 1.997 1.670 1.546
N -0.33579 1.38108 0.08458 0.001 -1.983 1.147
C -0.87190 -2.19777 -0.73487 -1.630 2.736 0.328
C 0.45858 -1.14793 -2.54724 -1.353 -2.696 -1.224
C -2.42463 0.34008 -0.63649 0.791 -0.231 1.540
C -0.90988 1.39694 -2.24260 -2.476 -0.851 -0.525
C -0.09950 -0.91286 -1.05157 -0.791 -1.414 -2.401
C 2.94941 -1.22899 0.77861 1.615 1.303 0.934
C 0.39844 1.69156 2.38339 -0.886 -1.751 -1.309
C -0.88639 0.44266 -0.97965 -2.949 2.311 -1.315
C -0.22044 0.84155 1.29044 0.574 0.755 -0.543
C 0.47032 0.92640 3.68689 -1.555 -0.785 -0.015
H 3.31500 -0.26843 0.34431 -0.391 -0.834 0.152
H 0.05460 1.70368 -2.39442 2.428 0.810 -0.861
H -1.49907 2.35457 -2.08719 0.603 -1.487 0.291
H -2.80545 1.34109 -0.37405 0.518 -0.370 0.335
H 1.40232 0.40438 3.76952 0.443 -0.453 0.040
H -0.35900 -3.08454 -0.84159 1.303 -1.732 -0.381
H 2.80955 -1.07942 1.88138 -0.024 -0.369 -0.991
H -0.14360 2.63628 2.31773 0.013 0.091 0.676
H -1.34526 0.95640 -3.18770 0.573 -0.007 1.233
H 0.45779 1.66710 4.41644 0.154 1.050 1.791
H -1.77954 -2.18009 -1.32725 0.142 -0.220 -0.669
H -0.34820 -1.18327 -3.33087 0.026 0.065 1.356
H 0.98020 -2.13268 -2.73461 -0.558 0.806 1.024
H -2.72138 -0.40744 0.12564 0.409 0.607 -0.090
H -3.00978 0.11527 -1.46871 -0.630 -0.696 -1.796
H 3.63442 -2.05630 0.57082 -0.226 0.190 0.124
H -0.75089 -0.11363 1.41920 0.472 0.496 0.131
H -0.37795 0.22035 3.95786 0.886 0.857 -0.727
H 1.42083 1.89173 2.10991 0.397 0.478 -0.443
H 1.08886 -0.45571 -2.96611 1.668 2.188 -0.218
H -1.31614 -2.13294 0.22658 0.048 -0.121 1.383

[2]
45
Properties=species:S:1:pos:R:3:forces:R:3 method="wB97M-V/def2-TZVPD" e_lumo_ev=2.6 orbital_gap_ev=6.41 de_lowest_kj_mol=94.26 total_energy_ev=-71759.1041 spin_multiplicity=1 total_charge=-1 e_homo_ev=-3.80
Pd 1.14957 -1.35940 -0.12049 1.119 0.604 -1.306
S 3.65167 -1.32330 1.85471 0.139 0.206 0.084
S 3.19427 -2.36410 -0.98809 -0.351 -0.437 -0.184
P -1.07803 -2.72910 -0.30819 -0.332 -1.018 0.110
P -0.01113 -1.42360 2.17551 -0.125 -0.047 0.644
O 0.47307 -0.06100 1.79491 -0.158 0.108 -0.164
O -0.73663 -1.30060 3.66861 -0.189 0.182 -0.471
O -0.06273 -3.88000 0.08251 -0.290 -0.088 0.050
O 0.89907 -2.60800 2.27001 -0.294 -0.314 0.310
O -2.30823 -2.80710 1.96941 -0.408 -0.176 0.380
O -2.39433 -3.58440 -0.64599 -0.017 0.156 -0.221
O -0.77123 -1.89150 -1.48259 0.043 0.454 0.023
N 0.94617 0.67810 -1.43889 -0.245 0.457 -0.319
N 3.59377 0.17350 -0.23049 0.192 0.716 -0.372
C -1.09103 2.16640 -2.04049 -0.483 0.438 -0.166
C -0.01293 1.26290 -1.68259 0.698 -0.234 0.124
C -1.54943 -1.85820 1.23931 0.559 0.063 -0.359
C -1.61923 2.83670 -0.76659 0.023 -0.010 0.028
C -2.32593 -0.60200 0.91761 -0.073 0.112 -0.184
C 3.91047 0.47190 2.08931 0.174 -0.410 0.071
C 3.17537 -1.10150 0.13911 0.631 -0.405 0.439
C -2.19813 1.39710 -2.76139 0.062 -0.038 0.017
C -0.47433 3.22610 -2.96999 0.013 -0.073 0.036
C 3.33707 1.12140 0.83821 -0.265 0.245 0.005
H 4.98407 0.64570 2.18741 -0.075 0.142 0.009
H -0.09363 2.75890 -3.87559 0.049 -0.011 -0.071
H -1.79243 0.88990 -3.63449 -0.055 -0.022 -0.085
H -0.79473 3.13620 -0.12359 0.030 0.058 0.069
H -3.23313 -0.84210 0.36071 -0.069 0.004 0.014
H -2.66123 -4.05330 0.14751 -0.189 -0.231 0.319
H -2.57813 -0.07560 1.83901 -0.044 0.046 -0.007
H -2.14443 -2.59540 2.89981 -0.022 -0.139 0.066
H -2.62663 0.64230 -2.10749 -0.027 -0.100 0.049
H 3.38907 0.78000 2.99211 0.003 0.131 0.008
H -1.22393 3.96680 -3.24499 -0.106 0.012 -0.004
H 2.25777 1.28580 0.97521 0.189 0.019 0.018
H -2.20013 3.72110 -1.02219 -0.081 0.055 -0.090
H -2.98343 2.08600 -3.07129 -0.036 0.059 -0.036
H 3.21937 0.43740 -1.13949 0.013 -0.090 0.326
H 3.83097 2.07290 0.61851 -0.028 -0.049 0.021
H -1.67873 0.02960 0.31121 -0.089 0.128 0.020
H -2.25743 2.15780 -0.20959 -0.014 -0.089 0.116
H 0.62817 -3.53630 0.70861 -0.131 -0.150 0.123
H 0.34977 3.73350 -2.47159 0.042 0.043 0.014
H -0.08843 -1.68160 4.25681 0.219 -0.306 0.548

[3]
40
Properties=species:S:1:pos:R:3:forces:R:3 method="wB97M-V/def2-TZVPD" e_lumo_ev=-0.7 orbital_gap_ev=5.87 total_energy_ev=-34147.0106 spin_multiplicity=1 total_charge=0 e_homo_ev=-6.54
P -1.71561 0.89915 0.38907 -0.101 0.956 -2.065
O 0.11370 -2.92119 -3.38890 -0.076 0.154 -0.007
O -0.17207 -0.79976 -4.01498 0.177 -0.143 0.121
O 2.20392 -1.16655 -0.86822 0.145 -0.248 0.048
O 1.29233 -2.11524 -5.14350 -0.065 -0.155 0.098
N -1.64917 -0.78895 0.98733 0.037 -0.149 0.791
N 0.52502 -1.68288 0.50931 -0.276 0.079 0.204
N -1.13212 -2.89061 1.60951 -0.244 -0.292 0.210
N -2.72350 -1.39806 1.58693 -0.735 -0.818 0.682
C -3.26352 1.40473 2.72418 0.331 -0.272 -0.652
C 2.84999 -0.24605 -1.74223 0.433 0.113 -0.194
C 1.14606 -0.58113 -0.19960 0.523 -0.073 -0.179
C 3.26350 2.08095 -0.74106 0.429 -0.600 0.135
C 3.85363 0.67725 -1.03468 -1.012 0.686 -0.014
C 0.45164 -1.86679 -4.28847 0.092 0.605 0.135
C -2.37416 -2.63450 1.93621 0.527 0.383 -0.404
C -3.27217 1.50225 1.16229 0.407 -0.869 1.577
C -0.43558 1.88387 1.27258 -0.400 -0.307 0.277
C -0.69077 -1.76473 1.00885 0.222 0.315 -0.370
H 2.87118 2.08397 0.27415 -0.358 0.185 0.025
H 0.46576 -0.12483 -0.92512 -0.289 0.039 0.074
H 3.38576 -0.82598 -2.48230 -0.165 -0.417 -0.047
H 4.11492 0.23093 -0.07901 0.453 -0.269 -0.089
H -0.53564 -2.43036 -2.86775 -0.056 -0.324 0.083
H -3.64242 -1.01895 1.74021 0.223 0.595 -0.320
H -3.06651 -3.30365 2.41357 -0.043 -0.136 0.057
H -4.15407 0.90437 3.09051 -0.269 0.281 0.193
H -0.91512 2.82115 1.54726 -0.089 0.073 0.185
H -3.12466 2.37086 3.19148 -0.244 0.136 0.119
H -3.39129 2.53428 0.85336 0.041 0.079 -0.340
H 1.10043 -2.50412 0.62100 0.039 -0.103 -0.109
H -2.42655 0.78709 3.04225 0.107 -0.015 0.200
H 0.33442 2.13479 0.55430 0.235 -0.163 -0.056
H 2.07627 0.30987 -2.27450 0.002 0.084 -0.182
H 4.02020 2.85842 -0.76939 0.099 0.111 -0.097
H 1.52780 0.14770 0.52479 -0.189 0.185 0.043
H 2.48910 2.30897 -1.46715 -0.143 0.234 0.020
H -4.10799 0.93158 0.76745 -0.107 0.105 -0.349
H -0.01355 1.41684 2.15776 0.086 0.029 0.113
H 4.72084 0.77528 -1.67747 0.252 -0.073 0.084

[4]
40
Properties=species:S:1:pos:R:3:forces:R:3 method="wB97M-V/def2-TZVPD" e_lumo_ev=-4.0 orbital_gap_ev=8.45 total_energy_ev=-33581.3413 spin_multiplicity=1 smiles="CC(=O)OCCCCc1nc(N)n([PH2]=O)[n+]1CCN" total_charge=+1 e_homo_ev=-12.44
P -3.28693 -1.86195 0.31509 2.767 -3.197 4.604
O 4.40208 0.02406 -0.80944 -0.626 -1.928 1.724
O -2.39558 -2.65420 1.30618 -2.113 2.444 -2.619
O 5.15083 -0.49285 1.37931 -1.297 -0.576 -4.514
N -3.49870 -1.18700 -2.70028 -0.654 -0.425 0.629
N -1.55065 0.36785 0.01277 2.146 3.496 -3.029
N -2.41493 -0.55268 -0.48504 -3.315 -3.023 -2.250
N -1.82810 0.66515 -2.25851 -0.125 -0.926 1.991
N -2.69709 -0.31831 3.36174 -0.117 0.423 -0.872
C -1.12880 1.18973 -1.09076 -3.194 -3.711 -1.551
C -0.16784 2.45093 -1.16834 -0.379 -0.425 0.005
C 2.32257 1.41895 -1.36802 -0.044 -0.082 0.444
C 1.26568 2.25401 -0.48742 0.694 0.658 -0.104
C 3.07984 0.42351 -0.36258 -0.738 1.550 0.876
C 4.97128 -2.47351 -0.02435 -0.319 0.640 -0.912
C -2.48670 0.75463 2.35422 0.397 0.181 -0.468
C -1.14793 0.51861 1.44029 -1.042 -0.977 1.975
C 4.85801 -0.87927 0.22364 1.401 -0.450 3.731
C -2.68212 -0.46441 -1.92142 5.235 5.829 2.951
H -0.02858 2.67701 -2.28920 -0.355 -0.554 1.731
H -3.72755 -2.83881 -0.66097 0.172 1.467 -0.027
H -3.34768 0.83517 1.58922 1.048 0.070 1.330
H -0.47661 1.40903 1.65015 -0.773 -1.233 -1.189
H 1.71220 3.31067 -0.36234 -0.859 -1.622 -0.066
H 3.05258 2.17982 -1.83326 -1.061 -1.528 0.559
H -3.66101 -0.67606 3.33555 0.903 0.083 0.120
H -4.45433 -1.33130 0.99156 0.675 0.083 -0.966
H -4.36752 -1.58439 -2.30455 1.033 0.413 -0.533
H -0.73891 3.35121 -0.73428 0.831 -1.451 -0.448
H -2.01228 -1.07832 3.27503 -0.768 0.347 -0.057
H -0.62065 -0.46318 1.74027 -0.769 1.605 -0.375
H 2.40737 -0.47071 -0.10664 0.924 0.984 -0.604
H 3.23206 0.98969 0.63320 -0.247 -0.801 -1.480
H 1.24861 1.79830 0.55531 -0.362 0.638 -1.347
H -3.37212 -1.32819 -3.71214 0.257 0.607 0.888
H 4.48024 -3.06222 0.83209 0.577 1.282 -1.268
H -2.37845 1.76450 2.89628 -0.209 -1.442 -1.001
H 1.75227 0.83684 -2.16723 1.021 0.765 0.864
H 4.46167 -2.70468 -1.02602 0.942 0.040 1.488
H 6.07376 -2.79762 -0.01915 -1.656 0.745 -0.227

[5]
34
Properties=species:S:1:pos:R:3:forces:R:3 method="wB97M-V/def2-TZVPD" e_lumo_ev=0.7 orbital_gap_ev=10.32 de_lowest_kj_mol=827.42 total_energy_ev=-16288.2091 spin_multiplicity=1 smiles="CCCN(CCC)CCCC(=O)O" total_charge=0 e_homo_ev=-9.61
O -1.57284 -0.70530 -1.51991 -0.027 -0.938 2.930
O -3.94084 -0.96473 -1.14623 4.874 1.519 -0.313
N 0.49095 -0.08954 0.32700 0.227 0.206 1.173
C 1.59887 0.83135 0.02555 -1.415 2.697 -0.761
C 1.72085 -2.34253 -1.21805 3.623 0.438 -5.049
C -0.25856 0.64850 1.31165 -1.239 2.276 3.394
C 0.20335 2.78457 -0.96027 -3.503 -0.343 2.294
C 1.34182 1.92304 -1.21465 -0.269 -3.350 0.875
C -1.62874 0.16183 1.79055 -4.110 0.799 0.636
C -2.67493 0.21068 0.43099 1.218 4.070 1.245
C 0.84270 -1.34253 0.97256 3.739 -2.141 0.992
C -2.77660 -0.53687 -0.85443 -1.120 -2.454 -0.416
C 1.08881 -2.57269 0.05326 -4.145 -1.350 2.912
H 1.94417 1.21130 1.01953 -0.145 0.441 -0.999
H -0.00517 -1.56427 1.55948 -0.668 -0.465 0.881
H 2.36405 0.35104 -0.39097 3.160 -2.615 -1.216
H -0.70126 2.28534 -0.21360 2.267 2.160 -3.737
H 0.06121 -3.14633 0.13752 1.256 1.304 -1.570
H 1.58684 -3.39775 0.59720 0.585 0.915 0.014
H -1.93874 -0.74056 2.50410 1.490 1.440 -1.872
H 1.30031 -2.98980 -2.10128 1.230 0.534 1.902
H -0.77174 -0.78012 -0.68880 -2.260 1.270 -3.034
H 0.37399 1.00412 2.40041 -1.281 -1.128 -3.283
H 2.90504 -2.49982 -0.99874 -2.591 -0.054 -1.156
H -2.05310 1.11349 2.53163 1.146 -2.573 -2.341
H -3.70222 0.25138 0.60577 -1.623 -0.428 1.897
H 0.76255 3.44174 -0.31508 -1.396 1.647 0.413
H -0.64487 1.58806 0.79605 1.374 -1.440 1.743
H -0.11381 3.15373 -1.94225 -0.517 0.614 0.774
H 2.04590 2.72339 -1.28855 1.929 -0.744 -0.257
H -2.64081 1.37086 0.10922 0.598 -2.295 0.329
H 1.19928 1.42139 -2.19958 0.596 -0.310 0.901
H 1.78542 -1.33351 -1.84726 -0.887 -1.433 2.189
H 1.80811 -1.46948 1.72716 -2.113 1.729 -1.492

[6]
39
Properties=species:S:1:pos:R:3:forces:R:3 method="wB97M-V/def2-TZVPD" e_lumo_ev=2.9 orbital_gap_ev=8.60 total_energy_ev=-142827.0804 spin_multiplicity=1 total_charge=-1 e_homo_ev=-5.67
Br -0.19390 1.17616 3.40906 0.028 -0.064 -0.316
Ga 0.17665 0.47466 1.11249 0.770 -0.366 0.357
O 4.74197 2.90645 0.11920 0.073 0.040 -0.008
O -4.72079 -2.85954 0.13062 -0.106 0.020 -0.066
O -3.58451 -1.49520 -2.22468 -0.051 0.076 0.153
O -1.23876 1.32814 0.07247 0.287 -1.578 0.011
N -1.22830 3.69643 0.52252 0.141 -1.167 -0.364
C -3.03196 -0.48453 -1.37953 -0.045 -0.090 -0.140
C -4.42587 -3.47392 -1.11234 0.166 -0.129 0.251
C 1.93699 1.14312 0.40972 -0.237 0.136 0.364
C 3.10907 0.53740 1.17730 -0.338 -0.281 -0.389
C -5.83604 -1.99297 0.07566 0.040 0.009 0.046
C 4.72112 1.64414 -0.50819 0.165 -0.306 0.127
C 5.41628 2.95323 1.35694 -0.217 0.446 -0.426
C 4.40682 0.45174 0.37249 -0.323 0.175 0.178
C -1.20201 2.54341 0.30161 -0.591 3.190 0.387
C -3.25937 -2.80618 -1.80635 -0.084 0.083 -0.298
H -3.26474 -0.66687 -0.32953 0.054 -0.016 0.022
H 0.04469 -1.10607 1.09976 -0.258 0.072 -0.151
H 3.25513 1.03460 2.12226 0.050 0.368 0.348
H 5.67014 1.44767 -1.01060 0.390 0.080 -0.060
H -3.46448 0.46863 -1.67456 -0.002 -0.010 -0.063
H 5.83342 3.94512 1.44844 0.113 0.407 0.058
H -6.76355 -2.56667 -0.04370 -0.022 0.045 -0.051
H 2.01133 2.22368 0.42340 -0.098 0.315 -0.058
H -2.38149 -2.80100 -1.15387 -0.012 -0.001 0.058
H -4.16477 -4.51725 -0.90216 0.000 0.003 -0.039
H -5.74434 -1.27172 -0.73990 -0.025 -0.011 -0.017
H 3.97977 1.70892 -1.28359 -0.408 0.199 -0.332
H 6.24382 2.25903 1.41856 0.180 -0.406 0.057
H -3.01172 -3.38352 -2.70517 0.021 -0.047 0.038
H -5.30480 -3.46935 -1.76485 -0.016 0.037 -0.031
H 4.32215 -0.40680 -0.28194 0.031 -0.252 -0.417
H 5.24374 0.22791 1.01817 0.343 -0.053 0.356
H 2.02128 0.84326 -0.63073 -0.184 -0.151 -0.359
H 4.70674 2.81739 2.16155 -0.048 -0.296 0.423
H -1.95144 -0.43026 -1.50786 0.037 -0.008 0.065
H 2.82318 -0.47735 1.43226 0.152 -0.438 0.260
H -5.87846 -1.45136 1.01884 0.027 -0.031 0.027

What did we get for max |F|? Answer: 0.07723, 0.03544, 0.04430, 0.16281, 0.12114, 0.06354 Eh/bohr, in the order shown.